70
Properties=species:S:1:pos:R:3:mulliken_charge:R:1 method="wB97M-V/def2-TZVPD" homo_lumo_gap_ev="4.51 / 4.00" e_lumo_ev="-0.6 / -0.5"
In 1.63200 0.79756 0.40293 3.52
Cl 6.42907 0.84115 1.87972 -0.24
C 5.26879 -0.45041 1.65315 0.45
C 5.75216 -1.72568 1.93244 -0.66
C 4.91663 -2.81665 1.78569 0.75
Cl 5.60011 -4.37174 2.15530 -0.28
C 3.58557 -2.65641 1.35835 -0.28
C 2.70370 -3.75350 1.19791 -0.73
C 1.39749 -3.56784 0.77565 -1.14
C 0.99970 -2.28044 0.52155 0.18
N 1.80526 -1.21338 0.66148 -0.24
C 3.09490 -1.35144 1.07377 -0.13
C 3.93680 -0.19636 1.21595 0.01
O 3.52229 0.99670 0.96631 -0.97
H 6.77755 -1.85408 2.26215 0.48
H 3.03219 -4.76820 1.40281 0.40
H 0.71742 -4.39972 0.65049 0.46
H -0.00564 -2.04864 0.18749 0.31
C -5.15368 -0.83321 3.22460 -1.38
C -4.96769 0.59116 2.69304 -0.18
C -6.15881 1.07465 1.86458 -1.05
C -6.28273 0.29661 0.56326 -1.19
C -4.96454 0.23670 -0.15801 1.38
C -4.95038 -0.04190 -1.53335 -0.84
C -3.74446 -0.09855 -2.22063 0.04
F -3.75129 -0.35789 -3.53523 -0.37
C -2.54227 0.11337 -1.56808 -0.96
C -2.54478 0.37792 -0.19192 0.66
C -1.24528 0.60919 0.49975 0.91
O -0.22599 0.58011 -0.18047 -0.67
C -1.28259 0.86281 1.95913 0.18
C -2.49348 0.87552 2.53811 -0.46
N -3.71915 0.68720 1.92049 0.20
C -3.75122 0.42869 0.53650 -0.90
C -0.03725 1.09335 2.82206 0.21
O -0.26881 1.36137 4.04407 -0.85
O 1.08821 0.98999 2.26612 -0.64
H -6.09636 -0.92239 3.77428 0.39
H -4.34110 -1.09817 3.91021 0.37
H -5.15273 -1.57854 2.42265 0.35
H -4.89908 1.25865 3.56300 0.43
H -6.02351 2.14048 1.63490 0.35
H -7.08901 0.99122 2.43856 0.43
H -7.03423 0.78582 -0.06810 0.45
H -6.63038 -0.72499 0.75546 0.35
H -5.87371 -0.20879 -2.07936 0.49
H -1.60995 0.07178 -2.12308 0.55
H -2.57293 1.04620 3.61112 0.56
N 2.62168 1.89783 -3.35421 0.01
C 2.88825 0.61366 -3.75484 0.53
C 3.31154 0.07221 -4.97032 -1.30
C 3.48323 -1.31683 -5.01100 -0.34
C 3.24115 -2.11290 -3.88816 -1.00
C 2.81708 -1.54179 -2.68152 0.03
C 2.63950 -0.15245 -2.62113 0.02
N 2.23750 0.63742 -1.57341 0.12
C 2.23476 1.86704 -2.03981 -0.25
C 1.85328 3.03676 -1.20809 -0.07
C 1.83112 4.34672 -1.64021 -0.38
S 1.33122 5.37057 -0.35341 -0.15
C 1.18922 3.99201 0.65784 -0.26
N 1.48571 2.83754 0.10632 -0.43
H 2.69773 2.72184 -3.92895 0.22
H 3.50001 0.68771 -5.84283 0.41
H 3.81199 -1.78677 -5.93593 0.38
H 3.38264 -3.18949 -3.94805 0.44
H 2.62685 -2.15150 -1.80531 0.27
H 2.07146 4.75809 -2.60838 0.37
H 0.87331 4.07358 1.68974 0.46
H 1.02397 -0.45052 -0.75515 0.23

50
Properties=species:S:1:pos:R:3:mulliken_charge:R:1 method="wB97M-V/def2-TZVPD" homo_lumo_gap_ev=9.51 e_lumo_ev=0.4 de_lowest_kcal_mol=29.2 smiles="O=C(c1cccs1)N1CCC[C@H](c2nc3c(nnn3Cc3ccccc3)c(=O)[nH]2)C1"
O 2.31299 1.31054 -2.33472 -0.64
C 2.83408 0.81562 -1.35115 0.88
C 4.30108 0.82661 -1.17398 0.09
C 5.14709 -0.21218 -0.90010 -0.37
C 6.50490 0.16272 -0.94541 -0.54
C 6.66977 1.47600 -1.25440 -0.49
S 5.17641 2.27702 -1.52005 -0.14
N 2.11079 0.16137 -0.39912 0.20
C 2.52433 -0.01673 0.97422 -0.69
C 1.89356 1.07280 1.84612 -0.89
C 0.37461 1.04978 1.70968 -0.43
C -0.03150 1.18682 0.23853 0.80
C -1.50605 0.99825 0.06623 -0.25
N -2.07337 0.05133 0.74196 -0.14
C -3.38346 -0.11518 0.46315 0.83
C -4.15906 0.63407 -0.43337 0.43
N -5.40836 0.10882 -0.41896 -0.51
N -5.43438 -0.87015 0.38869 -0.95
N -4.22760 -1.04308 0.95194 0.77
C -3.93545 -2.09782 1.88979 -1.07
C -2.52875 -2.58848 1.66842 0.34
C -2.18354 -3.15759 0.44855 -0.13
C -0.87971 -3.54619 0.20184 -0.68
C 0.09115 -3.37512 1.17515 -0.37
C -0.24935 -2.82003 2.39668 -0.44
C -1.55344 -2.42521 2.64082 -0.32
C -3.54099 1.70770 -1.16987 -0.17
O -3.99627 2.48196 -1.97143 -0.64
N -2.16461 1.77849 -0.82797 -0.17
C 0.68015 0.08470 -0.57371 -1.12
H 4.80894 -1.21323 -0.69833 0.53
H 7.31772 -0.51521 -0.75677 0.39
H 7.58537 2.02563 -1.34460 0.46
H 2.18314 -1.00187 1.30843 0.08
H 3.61026 0.02815 1.04427 0.65
H 2.27879 2.04535 1.53035 0.32
H 2.17814 0.91615 2.88689 0.49
H -0.02329 0.10557 2.08417 -0.12
H -0.06747 1.86044 2.29108 0.41
H 0.27793 2.16136 -0.15156 0.24
H -4.67457 -2.88581 1.71877 0.44
H -4.05454 -1.71848 2.91044 0.32
H -2.93887 -3.28747 -0.31343 0.43
H -0.61914 -3.98054 -0.75188 0.42
H 1.10990 -3.67787 0.98028 0.41
H 0.50316 -2.68850 3.16096 0.41
H -1.81220 -1.98091 3.59077 0.30
H -1.64752 2.48972 -1.33383 0.27
H 0.33059 -0.89214 -0.22556 -0.20
H 0.46656 0.19637 -1.63853 0.55

11
Properties=species:S:1:pos:R:3:mulliken_charge:R:1 method="wB97M-V/def2-TZVPD" homo_lumo_gap_ev=9.16 e_lumo_ev=0.4 de_lowest_kcal_mol=76.3 smiles="C1=CC1[C@H]1C=P1"
C 0.29528 0.16802 1.53880 -0.46
C 1.18870 -0.40132 0.74220 -0.58
C 0.46681 0.73804 0.17108 -0.23
C -0.66835 0.51786 -0.70589 -0.44
C -0.81725 -0.66885 -1.56222 -0.25
P -1.59286 -1.10276 -0.17498 -0.09
H -0.22049 0.20747 2.41395 0.44
H 1.78905 -1.22020 0.86427 0.41
H 1.04437 1.62958 -0.15386 0.38
H -1.23480 1.37964 -0.83233 0.48
H -0.25046 -1.24750 -2.30101 0.34

66
Properties=species:S:1:pos:R:3:mulliken_charge:R:1 method="wB97M-V/def2-TZVPD" homo_lumo_gap_ev=5.83 e_lumo_ev=-12.3 de_lowest_kcal_mol=0.0 total_charge=+3
Pt -0.51238 0.59368 0.03841 0.65
O 2.05401 7.20061 -0.09589 -0.61
N 2.92386 6.36031 -0.06087 1.09
O 4.10821 6.55365 -0.04066 -0.58
C 2.48268 4.91779 -0.05398 -0.87
C 3.46767 4.01198 -0.03202 -0.49
C 3.17640 2.60488 -0.02699 1.00
C 4.16748 1.60966 -0.03775 -0.70
C 3.78656 0.28974 -0.05668 -1.50
C 2.43127 -0.03013 -0.04650 -0.20
N 1.47858 0.89384 -0.01610 0.03
C 1.84867 2.20927 -0.02209 -0.40
C 0.80849 3.17542 -0.06426 0.39
N -0.46094 2.66306 -0.10999 -0.29
C -1.48120 3.50635 -0.20590 0.29
C -1.29789 4.88675 -0.21779 -1.13
C -0.03430 5.41277 -0.15043 -0.28
C 1.08493 4.54169 -0.08514 0.72
H 4.49527 4.35741 -0.02713 0.63
H 5.21444 1.88933 -0.04451 0.56
H 4.51626 -0.50800 -0.08095 0.57
H 2.10523 -1.05448 -0.06790 0.69
H -2.46623 3.08254 -0.27460 0.25
H -2.16072 5.53456 -0.28387 0.47
H 0.11649 6.47957 -0.15875 0.67
C -3.74682 1.10510 0.21526 -1.36
O -2.56700 0.25828 0.11361 0.34
Si -2.60471 -1.40848 -0.25267 -0.01
C -3.44433 -2.34233 1.09165 -1.13
C -3.51859 -1.70900 -1.81567 -1.24
C -0.66333 -1.36038 -0.23423 -0.21
Si 0.21446 -2.17552 2.14585 0.41
C -0.59083 -0.92465 3.20238 -1.00
C -0.48920 -3.84287 1.90797 -0.77
C 2.03131 -2.17331 2.32764 -0.97
Si 0.11767 -2.49619 -1.63136 0.54
C 1.87895 -3.05565 -1.42768 -1.03
C -0.89966 -4.00134 -1.96920 -1.03
C 0.01570 -1.17833 -2.97110 -1.05
H -4.61474 0.46231 0.35039 0.44
H -3.86929 1.67854 -0.70004 0.44
H -3.64585 1.74445 1.08763 0.49
H -4.49823 -2.04308 1.05487 0.43
H -3.08681 -2.16933 2.10448 0.42
H -3.42619 -3.41457 0.87921 0.41
H -4.45227 -1.13915 -1.74486 0.44
H -3.80048 -2.76112 -1.88260 0.46
H -3.02886 -1.41718 -2.74074 0.38
H -1.65791 -0.78632 3.04084 0.29
H -0.07799 0.03372 3.12207 0.33
H -0.45289 -1.29040 4.23126 0.49
H -1.53904 -3.92092 2.17989 0.37
H 0.11014 -4.45000 2.60142 0.51
H -0.34095 -4.25928 0.91193 0.16
H 2.45855 -1.18415 2.48388 0.34
H 2.57861 -2.69921 1.54563 0.36
H 2.18714 -2.74672 3.25411 0.50
H 2.07896 -3.53027 -0.46511 0.29
H 2.62097 -2.27632 -1.60529 0.32
H 2.04193 -3.82104 -2.19117 0.49
H -0.94385 -4.67571 -1.11226 0.37
H -0.39453 -4.54577 -2.77169 0.47
H -1.91687 -3.80740 -2.30308 0.32
H 0.38959 -0.19709 -2.68521 0.31
H -0.98436 -1.07272 -3.38294 0.28
H 0.67871 -1.58888 -3.74268 0.43